[1]
The following is a DFT calculation (ωB97M-V/def2-TZVPD) of an isolated ion of composition C3H6N3O and charge +1 at a distorted geometry.

```
13
Properties=species:S:1:pos:R:3:forces:R:3:lowdin_charge:R:1
C -1.0763 -0.1974 0.7566 -2.40 0.57 1.46 -0.292
C 0.9612 2.5194 -1.0140 -1.66 1.22 -0.46 -0.104
C 0.7948 -0.0457 -0.9317 1.20 -0.85 1.87 -0.035
N -2.0502 0.3046 0.0987 0.92 0.16 0.64 0.096
N 1.4809 1.4091 -0.7530 -1.87 -0.51 -0.92 0.195
N 0.2063 -0.4579 0.2915 0.78 0.30 -1.84 0.009
O 0.3474 3.4545 -1.2674 1.23 -1.35 0.41 0.356
H -1.1330 -0.5040 1.8561 0.02 0.42 -1.38 0.150
H 2.3895 1.3275 -0.4448 2.54 0.29 0.85 0.143
H 0.1360 0.0743 -1.7059 -2.03 0.34 -1.65 0.101
H 1.6424 -0.6787 -1.3418 -0.82 0.82 1.09 0.169
H -2.9156 0.5363 0.6560 1.42 -0.84 -0.62 0.090
H 0.8424 -0.5258 1.0480 0.67 -0.59 0.55 0.122
```
Positions in Å, forces in eV/Å.

Its charge is +1. Its SMILES is [H]/N=C/NC[NH+]=C=O. Its HOMO energy is -14.05 eV. The energy relative to the best compared isomer or geometry (same formula, charge and spin) is 1.384 eV.

=====

[2]
The following is a DFT calculation (ωB97M-V/def2-TZVPD) of C27H38As2BF5FeN6 as an isolated structure at a distorted geometry.

```
80
Properties=species:S:1:pos:R:3:forces:R:3:lowdin_charge:R:1
Fe -1.0885 -0.3421 1.0436 0.67 0.75 -0.16 0.773
C 1.8956 -1.9254 2.2530 -0.10 0.04 -0.09 -0.033
C 2.0409 -0.4819 1.9366 -0.20 0.21 0.00 -0.394
C 3.1809 0.3213 1.8921 -0.27 0.17 -0.04 0.001
C 2.7233 1.5823 1.5397 0.22 -0.27 0.06 -0.279
C 3.5227 2.8225 1.3599 -0.13 0.11 -0.01 -0.018
N 1.3896 1.5064 1.3847 0.43 0.43 -0.04 0.031
N 0.9787 0.2519 1.6199 -0.87 -0.88 0.05 0.022
B 0.3862 2.6351 1.0784 -0.44 -0.60 0.08 -0.508
N -0.7635 2.5811 2.1096 0.21 0.62 0.32 0.030
N -1.6555 1.5760 2.1235 -0.31 -1.28 -0.15 0.039
C -2.5509 1.8250 3.0731 0.19 0.22 -0.12 -0.328
C -3.6851 0.9044 3.3459 0.12 -0.08 -0.03 -0.029
C -2.2313 3.0343 3.6963 0.19 0.00 -0.21 0.019
C -1.0911 3.4861 3.0547 -0.27 -0.11 0.28 -0.269
C -0.3251 4.7284 3.3423 0.07 -0.07 -0.16 -0.021
N -0.2506 2.4136 -0.3087 0.29 0.57 -0.28 0.029
N -0.9987 1.3305 -0.5544 -0.42 -1.36 0.39 0.037
C -1.6239 1.5052 -1.7119 0.15 0.19 0.18 -0.351
C -2.5815 0.4904 -2.2186 0.18 -0.10 0.06 -0.042
C -1.2478 2.7376 -2.2506 0.13 0.00 0.19 0.014
C -0.3770 3.2887 -1.3249 -0.20 -0.21 -0.32 -0.281
C 0.3235 4.5948 -1.4046 0.06 -0.01 0.20 -0.016
H 2.8713 -2.3922 2.3399 0.08 -0.13 -0.01 0.081
H 1.3533 -2.0596 3.1870 -0.02 -0.06 0.07 0.081
H 1.3210 -2.4141 1.4628 0.04 -0.10 0.05 0.038
H 4.1916 0.0349 2.0979 0.24 -0.05 0.06 0.108
H 4.5675 2.6092 1.5690 0.05 0.02 0.00 0.082
H 3.4420 3.2011 0.3427 0.02 0.07 -0.09 0.076
H 3.1818 3.6084 2.0310 0.03 0.09 0.04 0.078
H 0.9189 3.6835 1.1208 0.24 0.37 -0.02 0.112
H -3.9140 0.3330 2.4481 -0.11 -0.07 0.09 0.062
H -3.4222 0.2071 4.1418 -0.08 -0.07 -0.02 0.082
H -4.5638 1.4663 3.6531 -0.07 0.00 0.00 0.079
H -2.7593 3.5186 4.4942 -0.07 0.10 0.13 0.107
H -0.7831 5.2502 4.1784 -0.01 0.01 0.03 0.080
H 0.7048 4.4924 3.6032 0.11 0.08 0.00 0.082
H -0.3222 5.3922 2.4801 0.09 0.10 -0.04 0.078
H -2.8743 -0.1534 -1.3861 -0.15 -0.02 -0.19 0.043
H -3.4634 0.9715 -2.6333 -0.09 -0.04 -0.04 0.086
H -2.1132 -0.1193 -2.9939 -0.10 -0.10 -0.05 0.075
H -1.5584 3.1696 -3.1804 -0.07 0.11 -0.18 0.109
H 0.1397 5.0362 -2.3792 0.02 0.07 -0.06 0.082
H -0.0449 5.2731 -0.6378 0.05 0.14 0.05 0.082
H 1.3972 4.4738 -1.2659 0.04 0.06 0.00 0.079
C 3.9130 -1.2517 -1.5209 -0.13 0.03 0.11 -0.308
As 1.9587 -0.9617 -1.3231 0.69 0.07 -0.47 1.182
C 1.9177 0.7158 -2.3585 0.02 -0.03 0.07 -0.283
C 1.3195 -2.0919 -2.7972 -0.05 0.07 0.18 -0.434
C 2.1106 -2.4490 -3.8791 0.17 0.09 -0.03 -0.111
C 1.6018 -3.2009 -4.9227 0.00 0.02 -0.11 -0.086
C 0.2696 -3.5731 -4.9098 -0.02 -0.05 -0.09 -0.086
C -0.5259 -3.2327 -3.8288 -0.30 -0.13 0.04 -0.117
C -0.0066 -2.5262 -2.7515 -0.09 0.18 0.11 -0.427
As -0.9738 -2.3863 -1.0340 -0.18 -0.41 -0.21 1.126
C -2.7682 -3.0230 -1.5616 0.06 0.09 0.06 -0.294
C -0.2932 -4.1435 -0.4712 -0.03 0.02 0.16 -0.270
H 4.3077 -0.8932 -2.4725 -0.11 0.00 -0.01 0.015
H 4.1578 -2.3056 -1.4081 -0.05 -0.10 0.01 0.022
H 4.4110 -0.7071 -0.7183 -0.06 0.04 0.01 0.004
H 2.4964 0.6184 -3.2764 0.02 -0.10 -0.02 0.027
H 2.3393 1.5235 -1.7611 -0.02 0.02 0.09 0.015
H 0.8901 0.9629 -2.6119 -0.09 0.05 0.04 0.005
H 3.1468 -2.1435 -3.9084 0.09 0.04 -0.02 0.087
H 2.2377 -3.4802 -5.7504 0.05 -0.02 -0.05 0.102
H -0.1435 -4.1484 -5.7286 -0.03 0.02 0.00 0.103
H -1.5601 -3.5565 -3.8220 0.01 -0.01 0.03 0.088
H -2.7441 -4.0800 -1.8241 0.07 0.03 -0.05 0.028
H -3.1775 -2.4486 -2.3938 0.10 0.01 0.05 0.019
H -3.4276 -2.9022 -0.7031 0.03 0.02 0.04 0.015
H -0.4654 -4.8646 -1.2729 0.03 0.17 -0.03 0.035
H -0.8097 -4.4807 0.4218 -0.02 0.06 0.12 0.006
H 0.7758 -4.0931 -0.2647 -0.01 0.08 -0.01 0.024
F -2.9725 -1.7952 1.6102 -0.49 0.04 0.12 -0.098
C -1.7650 -2.3559 2.1244 0.43 0.69 -0.45 -0.302
F -1.4193 -1.3978 3.1160 -0.03 0.06 0.44 -0.073
C -2.1717 -3.6117 2.8860 0.02 -0.57 0.21 -0.608
F -2.5553 -3.4284 4.1627 -0.11 0.29 -0.13 0.136
F -1.1453 -4.4849 2.9438 0.24 0.17 -0.04 0.114
F -3.1680 -4.2527 2.2584 -0.13 0.11 -0.18 0.133
```
Positions in Å, forces in eV/Å.

Its HOMO energy (alpha / beta) is -7.86 / -8.03 eV. As for the multiplicity: 5.

=====

[3]
The following is a DFT calculation (ωB97M-V/def2-TZVPD) of C27H46BrNOP2SSn as an isolated structure at a distorted geometry.

```
80
Properties=species:S:1:pos:R:3:forces:R:3:lowdin_charge:R:1
N -5.0268 -0.9796 3.4904 -0.13 0.00 0.44 0.059
C -4.0329 -0.2129 3.9651 -0.06 -0.20 -0.76 -0.137
C -3.3621 0.7139 3.1652 -0.52 -0.18 -0.67 -0.023
C -3.7781 0.8821 1.8183 -1.07 -0.77 0.54 -0.224
C -4.7915 0.0275 1.3292 0.15 -0.19 1.11 -0.016
C -5.4134 -0.8613 2.2194 0.94 0.59 -0.39 -0.134
C -3.1964 1.8898 0.9581 0.28 0.09 -1.37 -0.056
Sn 0.1907 -0.1352 0.1337 -2.36 1.46 0.59 0.985
P 2.2477 0.7239 -1.0791 0.87 -0.77 -0.62 0.794
C -3.3846 1.9727 -0.3944 0.03 -0.55 1.85 -0.032
C -2.4240 2.6238 -1.2561 0.56 1.03 -0.07 -0.240
C -2.3840 2.3731 -2.6375 0.04 0.27 0.48 -0.012
C -1.3603 2.9098 -3.4209 0.23 -0.24 0.55 -0.102
C -0.3553 3.6207 -2.7796 0.52 0.72 -0.49 -0.593
C -0.4350 4.0215 -1.4423 -0.05 -0.57 0.02 -0.106
C -1.4685 3.4908 -0.6729 0.29 0.07 -0.94 -0.035
Br 1.2669 4.0514 -3.7933 -1.43 0.68 -0.21 0.856
H -2.4866 2.5406 1.4701 0.06 -0.27 -0.31 0.101
H -4.1899 1.4130 -0.8657 0.27 -0.04 0.02 0.112
H -2.5228 1.2740 3.5660 -0.20 0.18 -0.03 0.097
H -5.0915 0.0368 0.2909 -0.14 0.14 0.07 0.099
H -3.7463 -0.3610 5.0139 -0.19 0.02 -0.43 0.113
H -6.2206 -1.4966 1.8498 0.16 0.05 0.35 0.116
H -3.1495 1.7358 -3.0757 0.11 0.21 -0.04 0.124
H -1.5100 3.7460 0.3794 -0.08 0.06 -0.21 0.107
H -1.3163 2.7456 -4.4872 0.03 -0.13 -0.02 0.113
H 0.3100 4.6891 -1.0003 -0.24 -0.26 -0.24 0.116
P -0.6761 -2.7103 -0.1006 0.64 -1.25 -0.15 0.813
C 2.7807 2.3162 -0.3333 0.00 -0.02 0.51 -0.367
C 3.4850 3.2906 -1.2684 0.03 0.43 -0.61 -0.145
H 3.4141 2.0994 0.5430 -0.23 -0.21 -0.23 0.084
H 1.8690 2.7968 0.0617 0.16 -0.23 -0.11 0.072
H 3.8324 4.1821 -0.7256 -0.08 -0.38 0.01 0.097
H 4.3478 2.8556 -1.7916 -0.22 0.07 0.27 0.074
H 2.7740 3.6523 -2.0287 0.58 -0.25 0.47 -0.042
C 1.7506 0.9342 -2.8205 -0.40 0.43 -0.08 -0.416
C 2.8280 0.9267 -3.9069 0.26 -0.12 -0.10 -0.134
H 1.2472 1.9120 -2.8604 0.08 -0.61 0.18 -0.029
H 0.9697 0.1897 -3.0514 0.25 0.09 0.16 0.079
H 2.3616 1.1706 -4.8713 0.08 -0.10 0.29 0.084
H 3.6117 1.6772 -3.7348 -0.25 -0.23 0.02 0.068
H 3.2965 -0.0593 -4.0055 -0.01 0.20 0.01 0.078
C 3.5419 -0.5592 -1.0205 0.44 0.11 0.15 -0.393
C 4.9538 -0.0020 -1.1838 0.47 -0.18 -0.11 -0.127
H 3.3173 -1.3017 -1.8049 -0.08 0.27 0.23 0.095
H 3.4343 -1.0715 -0.0503 0.14 0.11 -0.29 0.062
H 5.6869 -0.8161 -1.1101 -0.14 0.24 -0.01 0.090
H 5.1001 0.4804 -2.1603 -0.09 -0.13 0.30 0.073
H 5.1856 0.7244 -0.3969 0.00 -0.11 -0.17 0.075
C 0.3486 -4.0292 0.6671 -0.08 -0.01 0.02 -0.385
C 1.8638 -3.8180 0.5434 -0.12 -0.07 -0.04 -0.140
H 0.0363 -4.9670 0.1840 0.12 0.11 0.19 0.102
H 0.0558 -4.0913 1.7249 0.09 -0.01 -0.27 0.081
H 2.3892 -4.6643 1.0015 -0.06 0.22 -0.13 0.089
H 2.1885 -3.7481 -0.5027 -0.06 -0.03 0.21 0.070
H 2.1819 -2.9045 1.0651 -0.07 -0.13 -0.08 0.044
C -0.6096 -3.1115 -1.8903 0.19 0.03 0.01 -0.398
C -1.4495 -2.2120 -2.8045 -0.04 -0.02 -0.08 -0.134
H -0.9330 -4.1588 -1.9576 0.07 0.15 -0.12 0.097
H 0.4481 -3.0825 -2.1854 -0.16 -0.03 0.02 0.080
H -1.2442 -2.4634 -3.8520 -0.09 0.07 0.23 0.089
H -2.5231 -2.3484 -2.6356 0.20 0.03 0.00 0.079
H -1.2242 -1.1459 -2.6689 -0.01 -0.14 0.00 0.042
C -2.4071 -3.1576 0.3372 -0.12 0.54 0.01 -0.367
C -2.6784 -3.2971 1.8350 0.01 0.09 0.13 -0.133
H -2.6352 -4.0908 -0.2021 0.19 0.23 0.07 0.106
H -3.0488 -2.3703 -0.0899 0.11 -0.22 0.10 0.081
H -3.7449 -3.4940 1.9994 0.30 0.03 0.00 0.085
H -2.1047 -4.1163 2.2848 -0.19 0.15 -0.12 0.071
H -2.4298 -2.3696 2.3664 -0.10 -0.13 -0.05 0.067
C 1.1166 1.6296 4.3047 -0.20 0.20 0.06 -0.223
S 2.0619 0.5873 3.1957 -0.41 -0.57 -0.18 0.922
C 2.2206 -0.8813 4.2233 0.07 0.07 0.06 -0.216
O 1.0348 0.1290 2.1278 0.28 -0.04 0.27 -0.821
H 1.8006 1.9952 5.0829 -0.15 -0.16 -0.16 0.081
H 0.2761 1.0732 4.7414 0.30 0.08 -0.15 0.073
H 0.7378 2.4919 3.7368 0.23 -0.32 0.08 0.072
H 1.2561 -1.1112 4.6894 0.22 0.10 -0.10 0.076
H 2.5392 -1.7129 3.5841 -0.02 0.31 0.06 0.060
H 2.9955 -0.6835 4.9702 -0.16 -0.05 -0.02 0.077
```
Positions in Å, forces in eV/Å.

Its charge is +2. Its HOMO energy is -12.70 eV. The energy relative to the best compared isomer or geometry (same formula, charge and spin) is 0.000 eV.

=====

| no. | M (g mol⁻¹) |
| --- | --- |
| 1 | 100.1 |
| 2 | 758.1 |
| 3 | 693.3 |